(1)
{"formula": "C24H23OPbTe", "method": "ωB97M-V with the def2-TZVPD basis set", "elements": ["C", "C", "C", "H", "C", "C", "H", "H", "H", "H", "C", "C", "C", "H", "C", "C", "H", "H", "H", "H", "Pb", "O", "C", "C", "H", "H", "H", "H", "C", "C", "C", "H", "C", "H", "C", "H", "C", "H", "Te", "C", "C", "C", "C", "C", "C", "H", "H", "H", "H", "H"], "xyz": [[0.4723, -1.7698, 1.4654], [-0.8387, -2.0536, 1.0227], [-0.7635, -2.5233, -0.3253], [-1.7244, -1.9624, 1.6501], [0.6372, -2.4801, -0.7178], [1.3858, -1.9972, 0.4260], [2.4678, -1.8761, 0.4618], [0.7073, -1.4372, 2.4755], [-1.5802, -2.9134, -0.9155], [1.0441, -2.8046, -1.6653], [-0.9508, 2.4476, 0.2738], [-0.6299, 1.8604, 1.5358], [0.7747, 1.6517, 1.5971], [-1.3242, 1.5752, 2.3144], [1.3609, 2.0659, 0.3663], [0.2973, 2.6153, -0.4530], [0.4192, 3.0849, -1.4182], [-1.9244, 2.7701, -0.0644], [1.3078, 1.2376, 2.4473], [2.4072, 2.0176, 0.1017], [-0.0703, 0.0439, -1.4773], [-0.5444, 0.0085, -3.5544], [-1.3547, -0.8216, -4.3813], [-0.2653, -1.1963, -5.3876], [-1.7785, -1.7458, -3.9257], [-2.1364, -0.1808, -4.8020], [0.4937, -1.8958, -5.0103], [0.9292, -1.9397, -7.4245], [0.6536, -0.8875, -7.5280], [0.0418, -0.2848, -6.3976], [-0.2852, 1.1339, -6.4517], [-0.6825, 1.6217, -5.5444], [-0.1452, 1.8091, -7.6423], [-0.4309, 2.8531, -7.7254], [0.3473, 1.1590, -8.7894], [0.4408, 1.6811, -9.7377], [0.7304, -0.1785, -8.7214], [1.0940, -0.7255, -9.5886], [-1.5757, -0.7261, 4.4525], [0.0766, 0.3780, 5.1428], [-0.1185, 1.6791, 5.6627], [0.9124, 2.2365, 6.4263], [2.1180, 1.5425, 6.6293], [2.3275, 0.3138, 5.9848], [1.3216, -0.2846, 5.2118], [-1.0850, 2.1638, 5.4839], [0.7824, 3.2144, 6.8817], [2.9028, 1.9698, 7.2714], [3.2923, -0.1922, 6.0920], [1.4249, -1.2537, 4.7109]], "forces_ev_per_a": [[0.16, 0.03, -0.08], [0.30, -0.49, -0.85], [0.83, 0.67, 0.55], [0.27, -0.06, -0.31], [-0.49, 0.63, 0.74], [-0.67, -0.31, -0.62], [-0.33, 0.00, 0.01], [-0.07, 0.00, -0.40], [-0.01, 0.00, -0.04], [0.07, -0.24, 0.03], [1.59, -0.27, -0.01], [0.61, 0.28, -0.91], [-0.15, 0.17, -0.95], [-0.01, 0.10, -0.02], [-1.32, 0.14, 0.45], [-0.59, -0.81, 0.88], [0.01, 0.18, -0.03], [-0.02, 0.02, 0.02], [-0.13, -0.04, -0.19], [0.03, 0.12, 0.04], [0.31, -0.10, 3.07], [-0.43, -1.06, -1.90], [0.96, -0.28, -0.27], [-1.03, 1.42, 2.98], [0.19, 0.75, 0.16], [-0.10, -0.48, -0.26], [-0.51, -0.16, -0.64], [0.03, 0.34, -0.35], [-0.42, 0.71, 0.26], [0.75, 1.01, -1.59], [-0.56, -1.40, 0.50], [0.33, -0.36, -0.60], [0.23, -0.11, -0.45], [0.09, -0.08, 0.16], [-0.03, -0.30, 0.18], [-0.08, 0.03, 0.21], [0.29, -0.49, 0.10], [0.01, 0.37, -0.03], [-0.23, 0.13, -0.05], [-0.40, -0.27, -0.26], [0.83, -0.73, 0.13], [0.01, -0.15, -0.15], [-0.14, -0.05, -0.24], [0.09, -0.17, -0.18], [-0.22, 1.09, 0.68], [0.50, -0.10, 0.26], [0.00, -0.06, -0.02], [-0.41, -0.20, -0.40], [-0.28, 0.16, 0.02], [0.13, 0.40, 0.38]], "total_charge": -1, "orbital_gap_ev": [1.68, 1.72], "e_homo_ev": [-2.617, -2.656]}

(2)
{"formula": "C24H24AuClF6N2O5S2Si", "method": "ωB97M-V with the def2-TZVPD basis set", "elements": ["Au", "F", "C", "F", "F", "S", "O", "O", "N", "S", "O", "O", "C", "F", "F", "F", "Cl", "C", "C", "C", "C", "N", "C", "H", "H", "H", "H", "C", "C", "C", "C", "C", "C", "C", "C", "C", "C", "C", "C", "C", "C", "H", "H", "H", "H", "H", "H", "H", "H", "H", "H", "H", "C", "Si", "C", "C", "O", "H", "H", "H", "H", "H", "H", "H", "H", "H"], "xyz": [[0.2041, 0.2003, -0.2568], [-4.5147, 2.2277, -2.5049], [-3.7033, 3.0321, -1.8217], [-2.7807, 3.5153, -2.6512], [-4.4095, 4.0360, -1.3231], [-2.8977, 2.0533, -0.4723], [-1.9528, 1.2198, -1.1701], [-3.9629, 1.4427, 0.2451], [-2.2253, 3.2365, 0.3445], [-0.7389, 3.2666, 0.7378], [-0.4551, 4.2148, 1.7564], [-0.1652, 1.9338, 0.9629], [0.1992, 3.9089, -0.7396], [-0.4597, 4.9089, -1.3018], [1.3998, 4.3393, -0.3468], [0.3949, 2.9496, -1.6546], [4.5822, 1.5918, -4.1783], [3.3290, 0.4686, -3.7967], [3.1951, -0.7201, -4.4979], [2.1755, -1.5807, -4.1267], [1.3453, -1.2254, -3.0755], [1.4829, -0.0821, -2.4137], [2.4523, 0.7548, -2.7620], [3.8754, -0.9585, -5.3036], [2.0251, -2.5218, -4.6360], [0.5455, -1.8701, -2.7297], [2.5496, 1.6754, -2.2014], [6.9094, 1.7445, 0.4486], [6.3912, 0.5281, 0.0245], [5.0247, 0.3072, 0.0379], [4.1594, 1.3053, 0.4867], [4.6837, 2.5343, 0.8856], [6.0529, 2.7480, 0.8743], [2.6952, 1.1319, 0.4708], [2.0585, -0.0308, 0.4964], [2.3865, -1.3410, 1.0346], [1.9735, -2.5592, 0.5115], [2.3996, -3.7379, 1.1054], [3.2296, -3.7191, 2.2156], [3.6272, -2.5035, 2.7598], [3.1945, -1.3246, 2.1873], [7.9780, 1.9123, 0.4339], [7.0546, -0.2500, -0.3292], [4.6282, -0.6376, -0.3117], [4.0129, 3.3224, 1.2059], [6.4486, 3.7031, 1.1930], [2.1194, 2.0428, 0.3511], [1.2730, -2.6021, -0.3102], [2.0592, -4.6803, 0.6967], [3.5504, -4.6465, 2.6714], [4.2562, -2.4764, 3.6395], [3.4816, -0.3754, 2.6188], [-3.3804, -2.2479, 0.0595], [-1.9327, -2.4082, -1.1205], [-2.4355, -1.6587, -2.7806], [-1.4848, -4.2099, -1.3923], [-0.6302, -1.6693, -0.4896], [-4.2948, -2.6168, -0.4154], [-3.5540, -1.2148, 0.3586], [-3.2258, -2.8436, 0.9630], [-2.9475, -2.4147, -3.3857], [-1.5750, -1.3178, -3.3612], [-3.1067, -0.8098, -2.6660], [-2.3587, -4.8113, -1.6514], [-1.0498, -4.6571, -0.4970], [-0.7631, -4.3464, -2.1997]], "forces_ev_per_a": [[-1.25, -0.15, 0.01], [0.06, -0.02, 0.02], [-0.01, -0.13, -0.02], [0.05, 0.04, 0.03], [0.00, 0.00, 0.04], [-0.69, 0.52, 0.02], [0.67, -0.58, -0.21], [0.00, -0.04, 0.09], [-0.18, -0.04, -0.10], [0.31, 0.34, 0.01], [-0.11, 0.06, 0.01], [0.51, 0.09, 0.18], [-0.07, 0.01, 0.03], [0.03, 0.01, 0.03], [0.03, -0.02, 0.05], [-0.09, 0.01, -0.01], [0.04, 0.03, -0.03], [-0.08, -0.07, 0.04], [-0.04, 0.06, 0.08], [0.02, 0.02, 0.01], [-0.10, -0.15, 0.01], [0.06, 0.13, -0.06], [0.14, 0.00, -0.13], [0.00, 0.00, -0.01], [0.02, 0.00, -0.02], [0.04, -0.01, -0.02], [0.01, 0.02, 0.00], [0.02, 0.00, 0.00], [-0.01, -0.03, -0.01], [0.05, 0.03, 0.00], [0.06, 0.06, 0.01], [-0.02, -0.04, 0.00], [0.00, 0.03, 0.02], [-0.06, -0.20, -0.18], [-0.20, -0.32, 0.10], [0.27, 0.43, 0.32], [-0.01, -0.32, -0.11], [-0.03, -0.07, -0.06], [-0.02, 0.02, -0.03], [-0.02, 0.05, -0.01], [-0.03, -0.08, 0.05], [0.00, 0.01, 0.00], [0.01, -0.01, 0.00], [-0.01, 0.01, 0.00], [-0.01, 0.00, 0.01], [0.01, 0.00, 0.00], [0.03, -0.01, -0.05], [0.02, 0.13, -0.04], [0.02, -0.02, 0.01], [0.00, -0.01, -0.01], [0.00, 0.00, 0.00], [-0.01, 0.01, -0.01], [-0.02, -0.38, -0.11], [-0.30, 0.53, -0.01], [0.04, -0.31, -0.02], [-0.01, -0.17, 0.03], [0.84, 0.04, 0.00], [-0.02, 0.03, 0.02], [0.04, 0.08, -0.05], [0.04, 0.04, 0.01], [-0.04, 0.06, 0.01], [0.02, 0.01, 0.01], [-0.03, 0.06, 0.07], [-0.09, 0.04, -0.02], [0.01, 0.06, 0.11], [0.07, 0.09, -0.08]], "relative_energy_ev": 1.703, "orbital_gap_ev": 6.74, "e_homo_ev": -8.907}

(3)
{"formula": "C24H24AuGeN2O3S3SbSe", "method": "ωB97M-V with the def2-TZVPD basis set", "elements": ["Au", "S", "Sb", "S", "S", "Se", "C", "N", "O", "C", "O", "C", "C", "Ge", "C", "C", "C", "C", "C", "C", "C", "C", "C", "C", "C", "C", "C", "C", "C", "C", "C", "C", "H", "H", "H", "H", "H", "H", "H", "H", "H", "H", "H", "H", "H", "H", "H", "H", "H", "H", "H", "C", "C", "N", "O", "H", "H", "H", "H", "H"], "xyz": [[-0.3458, -0.2001, 0.6412], [2.0335, -1.8373, 4.3850], [1.0705, 0.2187, 3.7504], [-1.1164, -0.3119, 2.8675], [1.8938, 0.5694, 1.5566], [-2.9785, -1.2913, 0.6613], [-2.6213, -3.0787, 0.6708], [-2.3928, -4.2117, 0.6616], [0.6059, -1.1462, -3.3618], [0.4265, -1.2262, -2.1498], [0.1036, -0.1997, -1.4268], [0.6418, -2.5589, -1.4453], [1.9867, -2.6151, -0.7128], [3.5614, -2.1600, -1.7750], [3.6642, -0.3533, -2.5027], [3.6634, -0.1015, -3.8723], [3.7790, 1.1946, -4.3574], [3.8938, 2.2602, -3.4757], [3.8985, 2.0242, -2.1080], [3.7883, 0.7264, -1.6285], [3.7175, -3.4475, -3.2385], [4.7667, -4.3640, -3.2981], [4.8457, -5.2941, -4.3279], [3.8715, -5.3188, -5.3151], [2.8194, -4.4135, -5.2688], [2.7397, -3.4844, -4.2390], [5.1189, -2.3313, -0.6038], [5.0028, -2.7928, 0.7063], [6.1150, -2.8818, 1.5358], [7.3649, -2.5149, 1.0609], [7.4990, -2.0505, -0.2418], [6.3834, -1.9547, -1.0608], [0.6033, -3.3391, -2.2066], [-0.1652, -2.7435, -0.7322], [2.1597, -3.6419, -0.3754], [1.9819, -1.9807, 0.1752], [3.5599, -0.9210, -4.5727], [3.7697, 1.3731, -5.4259], [3.9785, 3.2721, -3.8538], [3.9886, 2.8494, -1.4115], [3.8003, 0.5568, -0.5578], [5.5344, -4.3528, -2.5317], [5.6677, -5.9995, -4.3584], [3.9307, -6.0435, -6.1184], [2.0548, -4.4310, -6.0362], [1.9102, -2.7831, -4.2073], [4.0313, -3.0695, 1.0991], [5.9988, -3.2276, 2.5555], [8.2324, -2.5803, 1.7064], [8.4722, -1.7539, -0.6146], [6.4965, -1.5706, -2.0698], [0.1852, 2.9828, -1.1899], [-1.2491, 2.9717, -0.7419], [-2.0344, 3.9925, -1.1933], [-1.7035, 2.1181, 0.0014], [0.4330, 3.8464, -1.8070], [0.3772, 2.0584, -1.7371], [0.8220, 2.9615, -0.3047], [-1.6988, 4.6473, -1.8734], [-3.0139, 3.9679, -0.9700]], "forces_ev_per_a": [[0.17, -0.03, -0.15], [0.08, -0.16, 0.01], [0.02, 0.07, -0.10], [-0.16, 0.11, -0.09], [-0.02, -0.02, 0.06], [0.02, -0.06, 0.13], [0.03, 0.01, -0.01], [-0.03, -0.01, 0.00], [-0.01, -0.05, -0.01], [-0.04, 0.19, 0.09], [0.06, -0.04, 0.07], [0.00, -0.04, -0.02], [-0.04, -0.01, 0.02], [0.04, -0.05, -0.09], [-0.01, 0.12, 0.00], [-0.01, 0.03, 0.01], [-0.01, -0.01, 0.02], [0.00, -0.01, 0.00], [-0.01, 0.00, 0.01], [0.00, -0.01, -0.02], [-0.01, -0.04, -0.09], [-0.01, 0.02, -0.02], [0.00, 0.01, 0.01], [-0.01, 0.00, -0.01], [0.02, 0.00, 0.02], [0.03, -0.05, -0.01], [0.06, -0.03, 0.05], [0.02, 0.02, 0.00], [-0.02, 0.01, -0.01], [0.00, 0.00, -0.01], [0.00, 0.00, 0.01], [0.00, -0.02, 0.01], [-0.02, 0.01, 0.02], [-0.03, 0.00, -0.01], [-0.01, 0.03, 0.06], [-0.04, 0.05, 0.02], [-0.01, 0.00, 0.00], [0.00, 0.00, 0.00], [0.00, 0.00, 0.00], [-0.01, 0.00, 0.00], [-0.01, 0.00, 0.02], [0.00, -0.01, 0.00], [0.00, 0.00, 0.00], [0.00, 0.00, 0.00], [0.00, 0.00, 0.00], [0.01, 0.00, -0.01], [0.00, 0.00, 0.00], [0.00, 0.00, 0.00], [0.00, 0.00, 0.00], [0.00, 0.00, 0.00], [0.00, 0.00, 0.00], [0.02, -0.04, 0.00], [0.00, -0.05, 0.09], [0.03, -0.01, 0.01], [-0.13, 0.13, -0.08], [0.01, -0.01, 0.01], [0.00, -0.03, -0.02], [0.00, 0.00, 0.00], [-0.01, -0.01, -0.02], [0.00, -0.01, -0.01]], "total_charge": -1, "relative_energy_ev": 0.528, "spin_multiplicity": 4, "orbital_gap_ev": [7.21, 4.89], "e_homo_ev": [-4.657, -5.625]}